A cluster of 5 separate species, C34H76F3N4O5S in total in a non-equilibrium geometry. Source: the Open Molecules 2025 dataset; level of theory: ωB97M-V/def2-TZVPD.

Each atom is followed by the atoms it is bonded to, with distances in Å.
Positions of all 123 atoms, in Å:
1 C 4.30637 39.43816 -7.05330  O2 1.377, H12 1.090, H13 1.090, H14 1.090
2 O 3.26131 40.33290 -7.11668  C1 1.377, C3 1.489
3 C 2.02225 39.88074 -7.80657  O2 1.489, C4 1.588, H15 1.090, H16 1.090
4 C 1.00286 39.00593 -6.95876  C3 1.588, N5 1.554, H17 1.090, H18 1.090
5 N 0.69004 39.88637 -5.71726  C4 1.554, H6 1.010, H7 1.010, C8 1.525
6 H 1.51910 39.91992 -5.14138  N5 1.010
7 H 0.49584 40.84322 -5.97574  N5 1.010
8 C -0.60436 39.59084 -4.96665  N5 1.525, C9 1.567, H19 1.090, H20 1.090
9 C -0.59273 38.15000 -4.35179  C8 1.567, O10 1.460, H21 1.090, H22 1.090
10 O -0.59186 37.07019 -5.33422  C9 1.460, C11 1.427
11 C -0.12254 35.76720 -4.99237  O10 1.427, H23 1.090, H24 1.090, H25 1.090
12 H 4.85014 39.67546 -7.96769  C1 1.090
13 H 4.01027 38.38915 -7.05404  C1 1.090
14 H 5.08103 39.79021 -6.37207  C1 1.090
15 H 2.30088 39.32273 -8.70049  C3 1.090
16 H 1.42526 40.73826 -8.11701  C3 1.090
17 H 1.32530 37.99422 -6.71264  C4 1.090
18 H 0.04000 38.99981 -7.46958  C4 1.090
19 H -1.39563 39.72430 -5.70432  C8 1.090
20 H -0.73391 40.37071 -4.21623  C8 1.090
21 H -1.42143 37.85179 -3.70960  C9 1.090
22 H 0.27851 38.09525 -3.69906  C9 1.090
23 H -0.59716 35.04709 -5.65889  C11 1.090
24 H -0.47636 35.57721 -3.97905  C11 1.090
25 H 0.94955 35.66954 -5.16325  C11 1.090
26 C 8.21523 38.01036 -5.39460  C27 1.505, H36 1.090, H37 1.090, H38 1.090
27 C 7.62189 36.62955 -5.47683  C26 1.505, C28 1.535, H39 1.090, H40 1.090
28 C 8.41003 35.75501 -6.46110  C27 1.535, N29 1.476, H41 1.090, H42 1.090
29 N 7.76433 34.45227 -6.71481  C28 1.476, C30 1.557, C34 1.536, C35 1.564
30 C 8.66875 33.64716 -7.69435  N29 1.557, C31 1.644, H43 1.090, H44 1.090
31 C 8.03912 32.23526 -8.25234  C30 1.644, C32 1.545, H45 1.090, H46 1.090
32 C 6.60750 32.57562 -8.72387  C31 1.545, C33 1.508, H47 1.090, H48 1.090
33 C 5.76463 33.41588 -7.79817  C32 1.508, C34 1.464, H49 1.090, H50 1.090
34 C 6.33693 34.64584 -7.24793  N29 1.536, C33 1.464, H51 1.090, H52 1.090
35 C 7.71767 33.54968 -5.43851  N29 1.564, H53 1.090, H54 1.090, H55 1.090
36 H 9.22489 37.90211 -4.99840  C26 1.090
37 H 7.58756 38.72910 -4.86777  C26 1.090
38 H 8.22435 38.38546 -6.41798  C26 1.090
39 H 6.63219 36.74276 -5.91932  C27 1.090
40 H 7.50719 36.04680 -4.56287  C27 1.090
41 H 9.44899 35.48875 -6.26678  C28 1.090
42 H 8.53684 36.28454 -7.40537  C28 1.090
43 H 8.92680 34.29958 -8.52854  C30 1.090
44 H 9.60074 33.48950 -7.15155  C30 1.090
45 H 8.64315 31.89360 -9.09288  C31 1.090
46 H 8.03149 31.42899 -7.51887  C31 1.090
47 H 6.69598 33.23511 -9.58722  C32 1.090
48 H 6.07097 31.71336 -9.11977  C32 1.090
49 H 4.83252 33.69034 -8.29208  C33 1.090
50 H 5.52111 32.70534 -7.00827  C33 1.090
51 H 6.51839 35.18974 -8.17494  C34 1.090
52 H 5.69209 35.14366 -6.52374  C34 1.090
53 H 8.70275 33.50567 -4.97400  C35 1.090
54 H 7.33354 32.55590 -5.66868  C35 1.090
55 H 6.99687 33.99016 -4.74966  C35 1.090
56 C -1.15743 33.11958 -12.21152  C57 1.574, H66 1.090, H67 1.090, H68 1.090
57 C -0.87677 33.18779 -13.75844  C56 1.574, C58 1.612, H69 1.090, H70 1.090
58 C 0.60079 33.76877 -14.03569  C57 1.612, N59 1.539, H71 1.090, H72 1.090
59 N 0.94015 34.13767 -15.49036  C58 1.539, C60 1.611, C64 1.593, C65 1.603
60 C 2.51297 33.85604 -15.69721  N59 1.611, C61 1.522, H73 1.090, H74 1.090
61 C 3.41541 34.80958 -14.92646  C60 1.522, C62 1.613, H75 1.090, H76 1.090
62 C 3.03979 36.36485 -15.12955  C61 1.613, C63 1.544, H77 1.090, H78 1.090
63 C 1.54515 36.71921 -14.97126  C62 1.544, C64 1.609, H79 1.090, H80 1.090
64 C 0.63949 35.67289 -15.79298  N59 1.593, C63 1.609, H81 1.090, H82 1.090
65 C 0.15759 33.29033 -16.60358  N59 1.603, H83 1.090, H84 1.090, H85 1.090
66 H -1.03627 32.07415 -11.92782  C56 1.090
67 H -2.22571 33.30194 -12.09478  C56 1.090
68 H -0.59115 33.88059 -11.67461  C56 1.090
69 H -1.66110 33.81377 -14.18397  C57 1.090
70 H -0.98765 32.17039 -14.13352  C57 1.090
71 H 1.33421 33.00806 -13.76824  C58 1.090
72 H 0.58271 34.76171 -13.58642  C58 1.090
73 H 2.76738 32.81868 -15.47986  C60 1.090
74 H 2.58744 34.11429 -16.75355  C60 1.090
75 H 3.17380 34.51143 -13.90625  C61 1.090
76 H 4.45495 34.76650 -15.25144  C61 1.090
77 H 3.68649 36.96731 -14.49163  C62 1.090
78 H 3.47998 36.70406 -16.06724  C62 1.090
79 H 1.13351 36.83408 -13.96854  C63 1.090
80 H 1.31031 37.62686 -15.52726  C63 1.090
81 H -0.40993 35.78498 -15.52052  C64 1.090
82 H 0.75240 35.76747 -16.87299  C64 1.090
83 H 0.38859 32.23691 -16.44530  C65 1.090
84 H 0.41539 33.66786 -17.59309  C65 1.090
85 H -0.88394 33.46539 -16.33404  C65 1.090
86 C -1.80699 43.76468 -12.00060  C87 1.566, H96 1.090, H97 1.090, H98 1.090
87 C -1.90501 42.37956 -11.27580  C86 1.566, C88 1.523, H99 1.090, H100 1.090
88 C -1.59829 41.27400 -12.27665  C87 1.523, N89 1.522, H101 1.090, H102 1.090
89 N -1.59005 39.90265 -11.61555  C88 1.522, C90 1.564, C94 1.567, C95 1.567
90 C -3.00619 39.41728 -11.16311  N89 1.564, C91 1.581, H103 1.090, H104 1.090
91 C -4.04679 39.18413 -12.33022  C90 1.581, C92 1.562, H105 1.090, H106 1.090
92 C -3.53788 38.11764 -13.35185  C91 1.562, C93 1.613, H107 1.090, H108 1.090
93 C -2.08315 38.60708 -13.84724  C92 1.613, C94 1.578, H109 1.090, H110 1.090
94 C -1.04280 38.91393 -12.70145  N89 1.567, C93 1.578, H111 1.090, H112 1.090
95 C -0.58322 39.72104 -10.42842  N89 1.567, H113 1.090, H114 1.090, H115 1.090
96 H -0.81113 43.94848 -12.40381  C86 1.090
97 H -1.96694 44.61599 -11.33893  C86 1.090
98 H -2.50239 43.73593 -12.83948  C86 1.090
99 H -2.77481 42.31646 -10.62192  C87 1.090
100 H -1.17950 42.52935 -10.47623  C87 1.090
101 H -0.64199 41.38043 -12.78878  C88 1.090
102 H -2.35547 41.27564 -13.06072  C88 1.090
103 H -3.32023 40.23762 -10.51772  C90 1.090
104 H -2.77666 38.63719 -10.43725  C90 1.090
105 H -4.31062 40.18205 -12.68043  C91 1.090
106 H -5.00564 38.81155 -11.96985  C91 1.090
107 H -4.29849 38.09492 -14.13227  C92 1.090
108 H -3.28521 37.12459 -12.98022  C92 1.090
109 H -2.31276 39.50430 -14.42202  C93 1.090
110 H -1.65602 37.90682 -14.56507  C93 1.090
111 H -0.05930 39.13367 -13.11681  C94 1.090
112 H -0.91551 37.95975 -12.19013  C94 1.090
113 H -0.66544 38.69403 -10.07262  C95 1.090
114 H -0.88044 40.52022 -9.74940  C95 1.090
115 H 0.48425 39.76818 -10.64379  C95 1.090
116 C 3.49468 36.44746 -9.23021  F117 1.317, F118 1.338, F119 1.336, S120 1.962
117 F 4.09901 37.57863 -9.53123  C116 1.317
118 F 4.31543 35.47196 -9.63686  C116 1.338
119 F 3.28078 36.19197 -7.93694  C116 1.336
120 S 1.81145 36.20802 -10.20932  C116 1.962, O121 1.439, O122 1.502, O123 1.460
121 O 0.76703 36.65110 -9.32392  S120 1.439
122 O 1.92968 37.13307 -11.38666  S120 1.502
123 O 1.69469 34.81009 -10.61549  S120 1.460

Its net charge is +4. The max |F| comes out at 0.1141 hartree/bohr. The frontier orbital gap (spin up / spin down) is 10.13 / 3.07 eV. As for the highest occupied orbital energy (spin up / spin down): -18.232 / -18.232 eV. Its expectation value of S² is 0.756. Its multiplicity is 2.

Atomic partial charges in e from the Löwdin method, atoms 1 to 8:
1 C -0.122
2 O -0.168
3 C -0.123
4 C -0.050
5 N 0.073
6 H 0.174
7 H 0.166
8 C -0.047

=====

A cluster of 5 separate species, C34H76FN2OPS in total in a non-equilibrium geometry. Source: the Open Molecules 2025 dataset; level of theory: ωB97M-V/def2-TZVPD.

Each atom is followed by the atoms it is bonded to, with distances in Å.
Positions of all 116 atoms, in Å:
1 C 6.46101 -4.06593 -2.95560  C2 1.527, H17 1.096, H18 1.094, H19 1.094
2 C 5.51997 -4.49350 -4.07893  C1 1.527, C3 1.548, H20 1.098, H21 1.094
3 C 5.59203 -3.65990 -5.38122  C2 1.548, C4 1.543, H22 1.098, H23 1.096
4 C 6.17049 -2.23108 -5.32467  C3 1.543, C5 1.548, H24 1.098, H25 1.093
5 C 5.19323 -1.03255 -5.38514  C4 1.548, N6 1.480, C12 1.564, H26 1.092
6 N 5.90507 0.20360 -4.98984  C5 1.480, C7 1.374, H27 1.015
7 C 5.72223 0.43327 -3.64775  N6 1.374, O8 1.199, C9 1.529
8 O 6.53578 0.83920 -2.86543  C7 1.199
9 C 4.24771 0.09807 -3.42115  C7 1.529, P10 1.822, C12 1.549, H28 1.096
10 P 3.85704 -0.16403 -1.66086  C9 1.822, S11 1.947, H29 1.399, H30 1.402
11 S 4.85814 -1.52407 -0.69283  P10 1.947
12 C 3.94726 -1.02984 -4.43936  C5 1.564, C9 1.549, F13 1.391, C14 1.550
13 F 3.86254 -2.24378 -3.76630  C12 1.391
14 C 2.61049 -0.78599 -5.18563  C12 1.550, C15 1.527, H31 1.095, H32 1.095
15 C 1.53350 -1.82383 -4.87865  C14 1.527, N16 1.470, H33 1.096, H34 1.097
16 N 1.06267 -1.70135 -3.49163  C15 1.470, H35 1.014, H36 1.017
17 H 7.51107 -4.20444 -3.23888  C1 1.096
18 H 6.32645 -3.01799 -2.67213  C1 1.094
19 H 6.27111 -4.65330 -2.05271  C1 1.094
20 H 5.77325 -5.52840 -4.34365  C2 1.098
21 H 4.49420 -4.53451 -3.70128  C2 1.094
22 H 4.58761 -3.59629 -5.82109  C3 1.098
23 H 6.18217 -4.22724 -6.10976  C3 1.096
24 H 6.76803 -2.10333 -6.23705  C4 1.098
25 H 6.86441 -2.09152 -4.49198  C4 1.093
26 H 4.90471 -0.92473 -6.43294  C5 1.092
27 H 6.86887 0.27900 -5.29775  N6 1.015
28 H 3.73988 1.01439 -3.74206  C9 1.096
29 H 2.46963 -0.31555 -1.57129  P10 1.399
30 H 4.10519 1.09432 -1.09553  P10 1.402
31 H 2.20074 0.18851 -4.90071  C14 1.095
32 H 2.76997 -0.75754 -6.26854  C14 1.095
33 H 0.69117 -1.61465 -5.54791  C15 1.096
34 H 1.88178 -2.83664 -5.11607  C15 1.097
35 H 0.13543 -2.10304 -3.40823  N16 1.014
36 H 1.65609 -2.26661 -2.89025  N16 1.017
37 C 2.43913 3.98156 0.09920  C38 1.526, H43 1.091, H44 1.091, H45 1.093
38 C 3.90149 3.95723 0.53556  C37 1.526, C39 1.527, H46 1.093, H47 1.094
39 C 4.20604 2.91533 1.60962  C38 1.527, C40 1.529, H48 1.093, H49 1.095
40 C 3.46929 3.10996 2.93525  C39 1.529, C41 1.528, H50 1.094, H51 1.094
41 C 3.70180 4.46373 3.60353  C40 1.528, C42 1.526, H52 1.093, H53 1.094
42 C 5.15884 4.72046 3.97562  C41 1.526, H54 1.092, H55 1.091, H56 1.091
43 H 1.77371 4.24258 0.92342  C37 1.091
44 H 2.28115 4.71386 -0.69388  C37 1.091
45 H 2.13106 3.00414 -0.28176  C37 1.093
46 H 4.19417 4.95367 0.87741  C38 1.093
47 H 4.52721 3.74282 -0.33570  C38 1.094
48 H 5.28430 2.90349 1.78775  C39 1.093
49 H 3.95929 1.92076 1.22246  C39 1.095
50 H 3.77910 2.31636 3.62188  C40 1.094
51 H 2.39520 2.97024 2.78201  C40 1.094
52 H 3.09334 4.51055 4.51023  C41 1.093
53 H 3.34363 5.26969 2.95598  C41 1.094
54 H 5.52971 3.94508 4.64931  C42 1.092
55 H 5.27024 5.68201 4.47953  C42 1.091
56 H 5.80495 4.73632 3.09668  C42 1.091
57 C -4.64737 -3.57918 -1.95013  C58 1.526, H63 1.091, H64 1.090, H65 1.092
58 C -4.66749 -2.35742 -1.03661  C57 1.526, C59 1.528, H66 1.093, H67 1.093
59 C -3.84910 -1.18229 -1.56894  C58 1.528, C60 1.529, H68 1.093, H69 1.095
60 C -2.35609 -1.46625 -1.74089  C59 1.529, C61 1.528, H70 1.095, H71 1.095
61 C -1.63545 -1.92701 -0.47480  C60 1.528, C62 1.525, H72 1.094, H73 1.093
62 C -1.65883 -0.89430 0.64735  C61 1.525, H74 1.092, H75 1.090, H76 1.091
63 H -3.63931 -3.97977 -2.06809  C57 1.091
64 H -5.26958 -4.37623 -1.54266  C57 1.090
65 H -5.02925 -3.32859 -2.94236  C57 1.092
66 H -4.31398 -2.64002 -0.04122  C58 1.093
67 H -5.70129 -2.02682 -0.90618  C58 1.093
68 H -3.98252 -0.32543 -0.90328  C59 1.093
69 H -4.25733 -0.87579 -2.53726  C59 1.095
70 H -1.86804 -0.55924 -2.11199  C60 1.095
71 H -2.21932 -2.22207 -2.52146  C60 1.095
72 H -0.59525 -2.14952 -0.72965  C61 1.094
73 H -2.06673 -2.86630 -0.11787  C61 1.093
74 H -1.20462 0.04376 0.32063  C62 1.092
75 H -1.10456 -1.24830 1.51717  C62 1.090
76 H -2.67663 -0.67655 0.97456  C62 1.091
77 C 0.49124 5.90572 9.84702  C78 1.526, H83 1.091, H84 1.091, H85 1.092
78 C 0.01791 6.74551 8.66470  C77 1.526, C79 1.528, H86 1.093, H87 1.093
79 C 0.09135 6.01139 7.32670  C78 1.528, C80 1.530, H88 1.093, H89 1.095
80 C 1.49741 5.57576 6.90932  C79 1.530, C81 1.528, H90 1.094, H91 1.093
81 C 2.51767 6.70945 6.81468  C80 1.528, C82 1.525, H92 1.094, H93 1.093
82 C 2.15844 7.76497 5.77356  C81 1.525, H94 1.093, H95 1.091, H96 1.091
83 H 1.53960 5.62105 9.74631  C77 1.091
84 H 0.39069 6.45529 10.78372  C77 1.091
85 H -0.09694 4.98951 9.93266  C77 1.092
86 H 0.60079 7.66944 8.61669  C78 1.093
87 H -1.01760 7.05098 8.83534  C78 1.093
88 H -0.34061 6.64673 6.54873  C79 1.093
89 H -0.54570 5.12261 7.37547  C79 1.095
90 H 1.42854 5.07722 5.93760  C80 1.094
91 H 1.86901 4.82068 7.60748  C80 1.093
92 H 3.49232 6.28235 6.56225  C81 1.094
93 H 2.63942 7.18290 7.79274  C81 1.093
94 H 2.06514 7.31432 4.78266  C82 1.093
95 H 2.92614 8.53788 5.71753  C82 1.091
96 H 1.21419 8.25927 6.00710  C82 1.091
97 C -11.28807 -6.85411 -2.29550  C98 1.525, H103 1.091, H104 1.091, H105 1.092
98 C -11.31381 -5.61990 -1.39931  C97 1.525, C99 1.528, H106 1.093, H107 1.093
99 C -10.49865 -4.44997 -1.94823  C98 1.528, C100 1.530, H108 1.093, H109 1.095
100 C -9.00445 -4.73241 -2.11692  C99 1.530, C101 1.527, H110 1.095, H111 1.093
101 C -8.28697 -5.17260 -0.84237  C100 1.527, C102 1.525, H112 1.093, H113 1.093
102 C -8.31739 -4.12545 0.26654  C101 1.525, H114 1.092, H115 1.091, H116 1.091
103 H -10.27803 -7.25110 -2.40743  C97 1.091
104 H -11.90819 -7.65101 -1.88337  C97 1.091
105 H -11.66673 -6.61813 -3.29234  C97 1.092
106 H -10.95856 -5.88688 -0.40023  C98 1.093
107 H -12.34861 -5.29142 -1.27336  C98 1.093
108 H -10.63579 -3.58404 -1.29494  C99 1.093
109 H -10.90781 -4.15909 -2.92090  C99 1.095
110 H -8.52135 -3.82693 -2.49873  C100 1.095
111 H -8.86064 -5.49519 -2.88694  C100 1.093
112 H -7.24675 -5.39431 -1.09216  C101 1.093
113 H -8.71336 -6.10917 -0.47271  C101 1.093
114 H -7.86686 -3.18931 -0.07125  C102 1.092
115 H -7.76234 -4.46474 1.14217  C102 1.091
116 H -9.33648 -3.90851 0.59006  C102 1.091

The max |F| comes out at 0.0260 hartree/bohr. The frontier orbital gap is 8.86 eV. As for the highest occupied orbital energy: -8.426 eV. Its structure (SMILES) is CCCC[C@@H]1NC(=O)[C@H]([PH2]=S)[C@@]1(F)CCN.CCCCCC.CCCCCC.CCCCCC.CCCCCC.

Atomic partial charges in e from the Löwdin method, atoms 1 to 8:
1 C -0.129
2 C -0.256
3 C -0.189
4 C -0.132
5 C -0.204
6 N 0.112
7 C -0.513
8 O 0.093

=====

no.,energy (Ha)
1,-2632.4638
2,-2365.2401